1) DFT (wB97M-V/def2-TZVPD) results for a cluster of 3 separate species, C2H11NO3 in total.

Values from the calculation:
HOMO energy in Ha: -0.334
Gap between HOMO and LUMO in Ha: 0.3491

The geometry in ORCA input format:
```
! RIJCOSX wB97M-V def2-TZVPD def2/J DEFGRID3
* xyz 0 1
C 1.067 0.548 -2.357
N 1.276 1.088 -0.987
C 1.121 0.012 -0.021
O 1.794 0.280 1.174
H 0.163 -0.062 -2.339
H 1.017 1.374 -3.052
H 1.920 -0.104 -2.576
H 2.255 1.373 -0.900
H 1.511 -0.937 -0.416
H 0.041 -0.086 0.123
H 1.541 1.195 1.366
H -1.751 -2.715 0.082
H -3.011 -2.092 0.672
O -2.399 -2.018 -0.076
H -2.988 0.575 2.101
H -1.812 -0.231 1.559
O -2.038 0.620 1.954
*
```

Here are the Mulliken charges for atoms 1 to 4, given in e: number 1, C, carries -0.8160; number 2, N, carries -0.4901; number 3, C, carries -0.1167; number 4, O, carries -0.5284

2) DFT (wB97M-V/def2-TZVPD) results for a cluster of 3 separate species, C2H11NO3 in total.

Values from the calculation:
HOMO energy in Ha: -0.340
Gap between HOMO and LUMO in Ha: 0.3690

The geometry in ORCA input format:
```
! RIJCOSX wB97M-V def2-TZVPD def2/J DEFGRID3
* xyz 0 1
C 2.691 0.582 -0.059
N 2.099 -0.731 0.143
C 0.718 -0.697 0.435
O -0.068 -0.302 -0.728
H 2.333 1.236 0.736
H 3.768 0.506 0.054
H 2.467 1.058 -1.020
H 2.327 -1.378 -0.592
H 0.546 0.054 1.214
H 0.318 -1.627 0.823
H -0.855 -0.866 -0.757
H -2.765 0.067 0.367
H -3.753 -1.057 0.016
O -2.829 -0.893 0.226
H -1.174 2.401 0.441
H -1.335 1.081 -0.349
O -1.830 1.828 0.037
*
```

Here are the Mulliken charges for atoms 1 to 4, given in e: number 1, C, carries -0.7793; number 2, N, carries -0.3228; number 3, C, carries -0.3242; number 4, O, carries -0.6575

The computed energies, referenced to the most stable structure and given in hartree, are 1) 0.0224; 2) 0.0000.

1) DFT (wB97M-V/def2-TZVPD) results for a cluster of 5 separate species, C2H11NO3 in total.

Values from the calculation:
HOMO energy in Ha: -0.327
Gap between HOMO and LUMO in Ha: 0.1552

The geometry in ORCA input format:
```
! RIJCOSX wB97M-V def2-TZVPD def2/J DEFGRID3
* xyz 0 1
C -0.161 -1.066 1.066
C 1.107 -0.560 1.195
N 0.748 0.817 -1.619
H -0.416 -1.648 0.212
H -0.914 -0.978 1.822
H 1.740 -0.605 0.331
H -0.091 1.020 -2.155
H 0.897 -0.226 -1.565
H 1.545 1.282 -2.029
H 1.489 -0.075 2.071
O 0.900 -1.766 -1.405
H -1.309 0.888 0.548
H 0.741 -2.127 -2.286
O -1.683 0.721 -0.379
H -1.057 1.995 2.518
H -2.579 1.108 -0.279
O -0.956 1.222 1.954
*
```

Here are the Mulliken charges for atoms 1 to 4, given in e: number 1, C, carries -0.4501; number 2, C, carries -0.1815; number 3, N, carries -0.4395; number 4, H, carries 0.2792

2) DFT (wB97M-V/def2-TZVPD) results for a cluster of 4 separate species, C2H11NO3 in total.

Values from the calculation:
HOMO energy in Ha: -0.298
Gap between HOMO and LUMO in Ha: 0.3240

The geometry in ORCA input format:
```
! RIJCOSX wB97M-V def2-TZVPD def2/J DEFGRID3
* xyz 0 1
C 0.825 -0.997 1.270
C -0.042 -0.606 2.196
N -0.948 0.442 2.008
H 0.880 -0.527 0.300
H 1.598 -1.737 1.422
H -0.046 -1.010 3.202
H -0.968 0.638 1.011
H -1.851 0.349 2.435
H 0.144 -2.035 -1.286
H -0.694 -0.901 -1.975
O 0.165 -1.319 -1.923
H 1.495 0.988 -2.507
H 1.956 1.150 -1.054
O 1.280 1.413 -1.672
H -1.806 1.801 -0.790
H -0.659 1.358 -1.624
O -1.330 0.991 -1.012
*
```

Here are the Mulliken charges for atoms 1 to 4, given in e: number 1, C, carries -0.6951; number 2, C, carries 0.2454; number 3, N, carries -0.5002; number 4, H, carries -0.0911

The computed energies, referenced to the most stable structure and given in hartree, are 1) 0.3166; 2) 0.0000.

1) DFT (wB97M-V/def2-TZVPD) results for an isolated molecule of C5H4O3.

Values from the calculation:
HOMO energy in Ha: -0.311
Gap between HOMO and LUMO in Ha: 0.3170

The geometry in ORCA input format:
```
! RIJCOSX wB97M-V def2-TZVPD def2/J DEFGRID3
* xyz 0 1
C 1.391 0.637 -0.027
C 0.085 0.132 -0.137
C -0.475 -1.213 -0.105
C -1.774 -1.056 0.020
C -1.030 1.072 -0.042
H 3.311 0.205 0.334
H 1.379 1.689 -0.135
H 0.214 -2.058 -0.130
H -2.538 -1.787 0.161
O 2.465 -0.172 0.026
O -2.168 0.272 0.054
O -0.861 2.279 -0.017
*
```

Here are the Mulliken charges for atoms 1 to 4, given in e: number 1, C, carries -0.0790; number 2, C, carries 0.3997; number 3, C, carries -0.5552; number 4, C, carries -0.3711

2) DFT (wB97M-V/def2-TZVPD) results for a structure of composition C5H4O3.

Values from the calculation:
HOMO energy in Ha: -0.368
Gap between HOMO and LUMO in Ha: 0.4003

The geometry in ORCA input format:
```
! RIJCOSX wB97M-V def2-TZVPD def2/J DEFGRID3
* xyz 0 1
C -1.383 -0.333 -0.065
C -0.457 0.493 -0.993
C -0.478 0.338 0.946
C 0.817 -0.424 0.800
C 0.967 -0.201 -0.727
H -0.748 0.690 -1.952
H -0.598 0.831 1.907
H 1.720 -0.230 1.200
H 2.143 -0.093 -0.943
O -2.337 -0.953 -0.031
O -0.288 1.403 0.010
O 0.644 -1.521 -0.151
*
```

Here are the Mulliken charges for atoms 1 to 4, given in e: number 1, C, carries 0.1783; number 2, C, carries -0.1527; number 3, C, carries -0.0681; number 4, C, carries -0.4240

3) DFT (wB97M-V/def2-TZVPD) results for an isolated molecule of C5H4O3.

Values from the calculation:
HOMO energy in Ha: -0.362
Gap between HOMO and LUMO in Ha: 0.3036

The geometry in ORCA input format:
```
! RIJCOSX wB97M-V def2-TZVPD def2/J DEFGRID3
* xyz 0 1
C 2.519 -0.002 -0.012
C 1.041 -0.201 -0.183
C 0.452 -1.380 0.139
C -1.235 -0.052 -0.135
C 0.041 0.889 -0.238
H 2.785 0.666 -0.875
H 2.637 0.415 0.915
H 3.104 -0.945 -0.236
H 0.854 -2.291 0.310
O -0.843 -1.472 0.120
O -2.430 0.172 -0.069
O -0.013 2.129 0.256
*
```

Here are the Mulliken charges for atoms 1 to 4, given in e: number 1, C, carries -1.0589; number 2, C, carries 0.4590; number 3, C, carries -0.5097; number 4, C, carries 0.4675

The computed energies, referenced to the most stable structure and given in hartree, are 1) 0.0000; 2) 0.1512; 3) 0.0492.

1) DFT (wB97M-V/def2-TZVPD) results for an isolated molecule of C5H10.

Values from the calculation:
HOMO energy in Ha: -0.333
Gap between HOMO and LUMO in Ha: 0.3787

The geometry in ORCA input format:
```
! RIJCOSX wB97M-V def2-TZVPD def2/J DEFGRID3
* xyz 0 1
C 0.785 1.848 1.016
C 1.013 1.075 -0.319
C -0.073 0.071 -0.615
C -0.282 -1.083 0.014
C -1.424 -1.996 -0.284
H 1.421 2.718 0.776
H 1.181 1.197 1.783
H -0.196 2.206 1.293
H 1.963 0.557 -0.158
H 1.176 1.666 -1.229
H -0.755 0.252 -1.459
H 0.340 -1.379 0.871
H -1.023 -2.873 -0.784
H -2.235 -1.610 -0.941
H -2.051 -2.168 0.593
*
```

Here are the Mulliken charges for atoms 1 to 4, given in e: number 1, C, carries -0.9161; number 2, C, carries -0.6673; number 3, C, carries -0.0950; number 4, C, carries -0.1040

2) DFT (wB97M-V/def2-TZVPD) results for an isolated molecule of C5H10.

Values from the calculation:
HOMO energy in Ha: -0.328
Gap between HOMO and LUMO in Ha: 0.3672

The geometry in ORCA input format:
```
! RIJCOSX wB97M-V def2-TZVPD def2/J DEFGRID3
* xyz 0 1
C 1.327 -0.760 1.473
C 1.059 0.115 0.134
C -0.106 0.309 -0.438
C -1.349 -0.587 0.064
C -0.428 1.178 -1.538
H 1.900 -1.729 1.197
H 1.765 -0.093 2.108
H 0.257 -0.986 1.984
H 2.028 0.556 -0.266
H -2.129 -0.846 -0.833
H -0.807 -1.586 0.576
H -1.868 -0.020 0.978
H -1.519 1.009 -1.851
H -0.463 2.241 -1.177
H 0.332 1.198 -2.411
*
```

Here are the Mulliken charges for atoms 1 to 4, given in e: number 1, C, carries -1.0867; number 2, C, carries -0.3415; number 3, C, carries 0.8261; number 4, C, carries -1.0686

3) DFT (wB97M-V/def2-TZVPD) results for an isolated molecule of C5H10.

Values from the calculation:
HOMO energy in Ha: -0.355
Gap between HOMO and LUMO in Ha: 0.4022

The geometry in ORCA input format:
```
! RIJCOSX wB97M-V def2-TZVPD def2/J DEFGRID3
* xyz 0 1
C -1.934 -0.518 -0.095
C -0.658 0.059 0.446
C -0.022 1.298 -0.016
C 0.627 -0.002 -0.403
C 2.023 -0.487 0.059
H -2.047 -0.188 -1.115
H -2.852 -0.163 0.481
H -1.902 -1.601 -0.006
H -0.480 -0.228 1.497
H -0.437 1.866 -0.801
H 0.391 2.047 0.656
H 0.338 -0.272 -1.396
H 1.891 -1.615 0.124
H 2.176 -0.056 1.077
H 2.887 -0.140 -0.505
*
```

Here are the Mulliken charges for atoms 1 to 4, given in e: number 1, C, carries -1.3320; number 2, C, carries 0.2995; number 3, C, carries -0.7612; number 4, C, carries 0.0113

4) DFT (wB97M-V/def2-TZVPD) results for a structure of composition C5H10.

Values from the calculation:
HOMO energy in Ha: -0.357
Gap between HOMO and LUMO in Ha: 0.4020

The geometry in ORCA input format:
```
! RIJCOSX wB97M-V def2-TZVPD def2/J DEFGRID3
* xyz 0 1
C -2.268 0.598 -0.122
C -1.318 -0.666 0.061
C 0.081 -0.263 0.399
C 1.075 -0.131 -0.372
C 2.531 0.245 -0.035
H -2.185 1.351 0.960
H -3.315 0.419 -0.349
H -1.861 1.289 -0.839
H -1.366 -1.136 -1.041
H -1.843 -1.586 0.690
H 0.308 0.196 1.631
H 1.024 -0.308 -1.254
H 3.181 -0.600 -0.234
H 2.722 0.486 1.343
H 2.727 1.189 -0.490
*
```

Here are the Mulliken charges for atoms 1 to 4, given in e: number 1, C, carries -0.9934; number 2, C, carries -0.3528; number 3, C, carries 0.0418; number 4, C, carries -0.4884

The computed energies, referenced to the most stable structure and given in hartree, are 1) 0.0000; 2) 0.0500; 3) 0.0022; 4) 0.1244.